(1)
8 unconnected molecules or ions with the total composition C18H57N5O7 in a non-equilibrium geometry. Source: the Open Molecules 2025 dataset; level of theory: ωB97M-V with the def2-TZVPD basis set.

Values from the calculation:
Gap between HOMO and LUMO (eV): 3.101
2S+1: 1
M (g/mol): 455.7
Relative energy (zero: lowest compared OMol25 entry of this formula, charge and spin) (eV): 6.9005
Calculated total energy (a.u.): -1520.1317

Geometry as XYZ:
```
87
Properties=species:S:1:pos:R:3:mulliken_charge:R:1
N -35.242 5.182 -21.200 -0.6021
H -34.898 5.685 -20.394 0.3747
H -35.963 5.776 -21.585 0.3984
H -35.604 4.295 -20.881 0.3785
H -34.428 5.090 -21.790 0.3848
C -37.419 8.085 -26.202 -0.8270
C -37.965 9.038 -25.135 -0.4290
O -38.247 8.437 -23.917 -0.8821
H -38.169 7.385 -26.572 0.2527
H -36.502 7.597 -25.872 0.2044
H -37.170 8.749 -27.030 0.3089
H -38.706 9.756 -25.485 0.2671
H -37.160 9.738 -24.912 0.1719
O -40.306 3.609 -21.718 -0.6689
H -40.995 3.890 -21.116 0.3213
H -40.059 4.405 -22.188 0.3446
O -37.199 11.466 -19.258 -0.6602
H -37.469 10.927 -20.001 0.3419
H -38.003 11.900 -18.971 0.3162
C -28.931 7.945 -23.041 -1.3547
C -29.798 7.578 -24.339 0.3079
C -29.004 7.814 -25.644 -0.6951
O -29.929 7.464 -26.673 -0.2848
C -29.472 7.264 -28.019 -0.7324
N -30.232 6.213 -24.241 -0.7394
H -28.039 7.326 -22.954 0.3165
H -29.542 7.757 -22.158 0.3546
H -28.674 9.001 -22.964 0.3715
H -30.699 8.185 -24.426 0.3313
H -28.089 7.227 -25.721 0.3614
H -28.734 8.867 -25.734 0.3524
H -28.755 6.443 -28.019 0.2950
H -28.975 8.163 -28.383 0.2930
H -30.319 7.150 -28.695 0.2445
H -30.674 5.972 -25.116 0.3262
H -29.434 5.597 -24.300 0.2529
C -32.515 0.196 -27.962 -1.4500
C -33.578 1.078 -28.618 0.3481
C -34.280 0.312 -29.769 -0.6434
O -33.379 0.181 -30.813 -0.3142
C -33.975 -0.351 -31.999 -0.7616
N -34.537 1.462 -27.623 -0.6888
H -32.842 -0.803 -27.673 0.3403
H -32.025 0.558 -27.059 0.3805
H -31.738 0.025 -28.707 0.3552
H -33.159 1.955 -29.113 0.2901
H -35.115 0.937 -30.086 0.3680
H -34.697 -0.645 -29.455 0.3371
H -34.125 -1.423 -31.871 0.2993
H -33.450 -0.259 -32.950 0.2710
H -34.923 0.143 -32.210 0.3069
H -34.813 0.595 -27.185 0.2627
H -35.293 1.884 -28.144 0.2992
C -34.472 5.859 -14.095 -1.2138
C -35.509 6.885 -14.602 0.1561
C -35.794 8.025 -13.574 -0.5705
O -36.931 7.750 -12.739 -0.3579
C -36.793 6.673 -11.803 -0.6700
N -34.961 7.433 -15.844 -0.6972
H -33.523 6.361 -13.908 0.3289
H -34.223 5.105 -14.842 0.3525
H -34.862 5.352 -13.212 0.3369
H -36.455 6.413 -14.871 0.3359
H -36.195 8.872 -14.131 0.3630
H -34.885 8.297 -13.037 0.2861
H -36.624 5.725 -12.313 0.2253
H -37.672 6.564 -11.167 0.2668
H -35.920 6.795 -11.162 0.3203
H -35.514 8.251 -16.059 0.2545
H -34.073 7.752 -15.484 0.2848
C -33.376 -1.525 -20.314 -1.4208
C -34.605 -1.166 -21.057 0.5155
C -35.179 -2.393 -21.819 -0.7887
O -35.907 -1.921 -22.970 -0.3217
C -36.463 -2.970 -23.711 -0.7104
N -35.580 -0.532 -20.098 -0.7032
H -33.553 -2.155 -19.442 0.3558
H -32.731 -0.683 -20.061 0.3277
H -32.729 -2.159 -20.921 0.3926
H -34.338 -0.460 -21.843 0.2294
H -35.703 -3.107 -21.183 0.3570
H -34.336 -3.024 -22.100 0.3959
H -35.625 -3.647 -23.874 0.3216
H -36.807 -2.566 -24.663 0.2328
H -37.244 -3.463 -23.132 0.2765
H -35.639 -1.147 -19.298 0.2595
H -36.527 -0.525 -20.448 0.2812
```

***

(2)
A molecular structure, C18H58AlO9S10. Source: the Open Molecules 2025 dataset; level of theory: ωB97M-V with the def2-TZVPD basis set.

Values from the calculation:
Gap between HOMO and LUMO (eV): 5.817
2S+1: 1
M (g/mol): 766.3
Net charge: -1
Calculated total energy (a.u.): -5621.8273

Geometry as XYZ:
```
96
Properties=species:S:1:pos:R:3:mulliken_charge:R:1
Al -0.114 0.059 0.230 -0.2668
S -2.293 0.610 -0.350 -0.4002
H 0.099 -1.516 0.085 -0.0783
H 0.139 0.627 1.704 -0.2295
H 0.797 0.798 -0.855 -0.0501
H -3.089 -0.198 0.403 -0.0137
C -7.796 0.704 -0.328 -0.7681
S -6.082 0.248 0.001 0.5902
O -6.107 -0.772 1.092 -0.6392
C -5.617 1.816 0.749 -0.7206
H -8.297 -0.158 -0.767 0.3185
H -8.291 0.982 0.605 0.1408
H -7.819 1.536 -1.033 0.3133
H -6.262 2.017 1.607 0.1841
H -5.708 2.610 0.007 0.3084
H -4.580 1.738 1.069 0.2859
C 4.481 2.697 -3.371 -0.9830
S 3.358 2.435 -1.985 0.3286
O 2.832 1.048 -2.115 -0.3543
C 2.054 3.542 -2.538 -0.6009
H 5.346 2.050 -3.231 0.3929
H 3.983 2.444 -4.306 0.2736
H 4.804 3.737 -3.391 0.3644
H 1.691 3.222 -3.512 -0.1082
H 2.433 4.563 -2.589 0.4353
H 1.241 3.490 -1.816 0.3376
C -6.903 1.378 5.101 -0.7781
S -8.548 1.110 4.432 0.4840
O -8.629 1.845 3.134 -0.6202
C -9.422 2.107 5.653 -0.9772
H -6.192 0.871 4.450 0.3468
H -6.684 2.446 5.120 0.2922
H -6.840 0.959 6.108 0.3150
H -9.041 3.128 5.638 0.3003
H -9.288 1.667 6.642 0.3620
H -10.480 2.108 5.395 0.3228
C 6.916 6.138 -6.676 -0.9464
S 6.131 4.547 -6.987 0.4214
O 5.133 4.332 -5.903 -0.5186
C 7.573 3.546 -6.582 -0.9416
H 6.171 6.917 -6.828 0.3071
H 7.279 6.176 -5.649 0.2962
H 7.740 6.280 -7.376 0.3771
H 7.892 3.754 -5.561 0.2964
H 8.377 3.766 -7.285 0.3858
H 7.290 2.499 -6.669 0.3091
C 3.884 -2.351 2.355 -0.4669
S 2.800 -2.901 3.680 0.5114
O 3.675 -3.429 4.776 -0.6852
C 2.140 -4.320 2.792 -0.7128
H 4.434 -1.480 2.706 0.3510
H 4.582 -3.145 2.095 0.0485
H 3.283 -2.076 1.487 0.1945
H 2.955 -4.986 2.504 0.1895
H 1.599 -3.975 1.908 0.2860
H 1.455 -4.844 3.455 0.3066
C -2.427 1.813 -4.755 -0.9824
S -0.718 2.374 -4.812 0.7286
O -0.720 3.829 -4.482 -0.6631
C -0.529 2.240 -6.600 -0.9988
H -2.759 1.856 -3.719 0.2890
H -3.049 2.464 -5.371 0.3325
H -2.482 0.784 -5.110 0.3429
H -1.272 2.864 -7.099 0.3261
H -0.644 1.198 -6.899 0.3461
H 0.470 2.585 -6.860 0.2869
C -6.405 -0.075 10.405 -0.9439
S -5.267 0.630 9.199 0.4039
O -6.080 1.030 8.013 -0.5775
C -4.452 -0.919 8.778 -0.9211
H -7.048 0.724 10.769 0.3086
H -7.012 -0.847 9.932 0.2991
H -5.838 -0.493 11.236 0.3776
H -5.187 -1.635 8.410 0.3018
H -3.944 -1.312 9.658 0.3658
H -3.721 -0.714 7.998 0.3255
C 6.750 -6.475 1.319 -0.9452
S 7.211 -4.953 0.473 0.4194
O 6.026 -4.054 0.522 -0.5218
C 7.262 -5.667 -1.180 -0.9420
H 6.618 -6.246 2.375 0.3231
H 5.815 -6.856 0.909 0.2823
H 7.546 -7.211 1.202 0.3831
H 6.293 -6.102 -1.425 0.2821
H 8.043 -6.427 -1.224 0.3762
H 7.491 -4.870 -1.884 0.3108
C 2.091 -4.370 -3.563 -1.0385
S 2.041 -3.585 -1.937 0.6667
O 0.684 -3.841 -1.380 -0.6088
C 2.098 -1.891 -2.548 -0.6793
H 2.032 -5.449 -3.423 0.3210
H 1.243 -4.033 -4.160 0.2856
H 3.029 -4.118 -4.060 0.3238
H 1.255 -1.708 -3.214 0.3451
H 3.039 -1.726 -3.073 0.4191
H 2.036 -1.212 -1.697 -0.0673
```

***

(3)
13 unconnected molecules or ions with the total composition C18H58N24O17 in a non-equilibrium geometry. Source: the Open Molecules 2025 dataset; level of theory: ωB97M-V with the def2-TZVPD basis set.

Values from the calculation:
Gap between HOMO and LUMO (eV): 9.366
2S+1: 1
M (g/mol): 882.8
Calculated total energy (a.u.): -3314.3775

Geometry as XYZ:
```
117
Properties=species:S:1:pos:R:3:mulliken_charge:R:1
O -2.120 -2.449 -0.091 -0.5295
C -2.509 -1.354 -0.043 0.1191
O -1.747 -0.375 0.431 -0.4106
C -2.578 0.631 1.111 -0.2831
C -2.693 1.837 0.177 -0.6591
C -3.577 2.965 0.727 -0.5958
C -4.887 2.376 1.257 -0.2211
O -6.010 3.286 1.128 -0.3839
C -7.122 2.560 1.319 0.7177
O -7.466 2.184 2.343 -0.4178
O -7.843 2.280 0.190 -0.4881
H -3.534 -1.146 -0.394 0.4594
H -2.133 0.894 2.068 0.2752
H -3.531 0.145 1.325 0.4330
H -3.155 1.492 -0.755 0.2623
H -1.677 2.192 0.009 0.3459
H -3.100 3.486 1.564 0.2931
H -3.767 3.739 -0.018 0.4115
H -5.111 1.491 0.626 0.1796
H -4.755 1.992 2.274 0.2789
H -7.395 1.528 -0.223 0.3513
C -4.153 1.290 5.081 0.5931
O -3.963 1.347 3.870 -0.6110
N -5.086 0.471 5.638 -0.4303
N -3.442 2.036 5.964 -0.3448
H -5.247 0.414 6.626 0.1497
H -5.632 -0.098 5.018 0.2131
H -2.738 2.652 5.592 0.2048
H -3.583 1.995 6.955 0.1496
C -1.934 -2.683 -4.377 0.6423
O -1.868 -3.082 -5.532 -0.6795
N -1.937 -3.515 -3.302 -0.1741
N -2.009 -1.355 -4.073 -0.1993
H -1.993 -3.187 -2.355 0.1332
H -1.877 -4.502 -3.476 0.0854
H -2.005 -0.704 -4.838 0.0707
H -2.061 -1.006 -3.135 0.0882
C 0.108 0.770 4.718 0.8106
O -0.058 1.917 5.105 -0.7201
N -0.926 -0.077 4.475 -0.2182
N 1.352 0.245 4.499 -0.5567
H -0.807 -1.021 4.159 0.1539
H -1.851 0.279 4.627 -0.0505
H 2.141 0.845 4.661 0.2937
H 1.506 -0.694 4.182 0.1377
C 1.602 -0.911 7.997 0.4874
O 0.620 -1.450 7.505 -0.6760
N 2.338 0.026 7.350 -0.0366
N 2.043 -1.219 9.260 -0.3493
H 3.147 0.473 7.741 0.1920
H 2.045 0.279 6.418 0.1293
H 1.527 -1.909 9.773 0.2167
H 2.844 -0.791 9.681 0.1318
C -1.644 1.919 -6.434 0.7294
O -1.440 2.279 -5.290 -0.6345
N -2.736 1.165 -6.782 -0.4215
N -0.814 2.231 -7.468 -0.4441
H -2.921 0.856 -7.718 0.1604
H -3.372 0.913 -6.047 0.2467
H -0.002 2.782 -7.256 0.2232
H -0.975 1.938 -8.413 0.1489
C -1.206 -6.906 -6.799 0.7535
O -0.755 -7.972 -7.211 -0.7511
N -1.026 -5.720 -7.440 -0.2975
N -1.935 -6.818 -5.656 -0.2130
H -1.399 -4.852 -7.090 0.2082
H -0.495 -5.721 -8.291 0.1496
H -2.098 -7.667 -5.138 0.1685
H -2.310 -5.953 -5.315 0.0730
C -3.054 -9.857 -3.215 0.6603
O -2.683 -8.710 -3.401 -0.6785
N -3.642 -10.258 -2.050 -0.4266
N -2.909 -10.834 -4.155 -0.3582
H -3.950 -11.197 -1.884 0.1527
H -3.764 -9.566 -1.334 0.2183
H -2.478 -10.576 -5.026 0.2067
H -3.208 -11.780 -4.017 0.1670
C -5.343 4.953 -6.863 0.5462
O -5.743 6.094 -6.735 -0.6351
N -4.093 4.560 -6.479 -0.2639
N -6.114 3.959 -7.404 -0.3323
H -3.755 3.620 -6.581 0.2043
H -3.494 5.256 -6.077 0.1717
H -7.041 4.205 -7.699 0.1982
H -5.797 3.015 -7.514 0.1504
C 2.749 -6.320 -9.033 0.6344
O 2.975 -5.943 -7.900 -0.6287
N 1.647 -7.056 -9.366 -0.3389
N 3.585 -6.035 -10.083 -0.3895
H 1.458 -7.368 -10.299 0.1416
H 1.001 -7.292 -8.626 0.1800
H 4.406 -5.496 -9.882 0.2246
H 3.413 -6.338 -11.022 0.1557
C 5.637 2.041 7.345 0.6797
O 4.647 1.494 6.877 -0.6710
N 6.345 2.975 6.662 -0.2649
N 6.113 1.755 8.594 -0.3405
H 7.159 3.431 7.027 0.0729
H 6.029 3.211 5.739 0.1307
H 5.619 1.068 9.132 0.1754
H 6.922 2.196 8.988 0.1592
C 9.827 4.565 5.347 0.6567
O 8.829 4.008 4.901 -0.6585
N 10.506 5.504 4.656 -0.3309
N 10.331 4.279 6.589 -0.3705
H 11.315 5.973 5.013 0.1562
H 10.161 5.748 3.747 0.2447
H 9.856 3.583 7.132 0.1971
H 11.144 4.725 6.968 0.1546
C 7.896 7.818 3.738 0.6210
O 9.083 7.568 3.872 -0.6388
N 6.929 6.917 4.067 -0.2889
N 7.441 9.008 3.248 -0.4211
H 5.948 7.098 3.965 0.1624
H 7.233 6.026 4.427 0.1616
H 8.128 9.694 2.995 0.2246
H 6.469 9.221 3.134 0.1532
```

***

(4)
A molecular structure, C18H62F3N28O16 in a non-equilibrium geometry. Source: the Open Molecules 2025 dataset; level of theory: ωB97M-V with the def2-TZVPD basis set.

Values from the calculation:
Gap between HOMO and LUMO (eV): 7.408
2S+1: 1
M (g/mol): 983.9
Net charge: -1
Relative energy (zero: lowest compared OMol25 entry of this formula, charge and spin) (eV): 5.0452
Calculated total energy (a.u.): -3760.2145

Geometry as XYZ:
```
127
Properties=species:S:1:pos:R:3:mulliken_charge:R:1
C 0.686 -0.524 0.238 0.4967
O 1.478 0.448 0.872 2.2549
O 0.834 -1.651 0.977 1.4771
C -0.790 -0.086 -0.063 -0.2967
F -1.667 -0.428 0.895 -0.4328
F -0.879 1.276 -0.100 -0.1917
F -1.222 -0.553 -1.236 0.5222
C 2.025 1.504 0.053 1.0386
C 2.561 2.510 1.010 -1.6827
H 1.931 3.151 1.622 0.2607
H 3.318 1.997 1.611 0.2120
H 3.159 3.218 0.424 0.4750
H 1.286 2.020 -0.571 -0.7318
H 2.721 1.091 -0.683 -0.0879
H 1.172 -0.633 -0.753 -1.1663
C -3.980 -0.139 -3.784 0.8590
O -3.894 -1.326 -4.112 -0.7107
N -3.050 0.486 -3.035 0.3647
N -5.075 0.614 -4.057 -0.3535
H -3.009 1.480 -2.893 -0.0561
H -2.204 -0.014 -2.817 -0.9837
H -5.123 1.562 -3.723 0.2346
H -5.905 0.140 -4.365 0.2605
C -2.491 1.501 4.015 0.4315
O -3.602 1.998 3.980 -0.7080
N -1.495 1.716 3.066 0.2329
N -2.074 0.605 4.923 -0.2731
H -1.794 2.364 2.355 0.0516
H -0.500 1.656 3.196 -0.1623
H -1.188 0.144 4.818 0.2220
H -2.714 0.259 5.616 0.1891
C 1.472 -0.314 4.809 0.4025
O 1.827 -0.246 5.978 -0.7333
N 0.633 -1.303 4.361 -0.2420
N 1.802 0.557 3.805 0.2592
H 0.464 -1.411 3.371 -0.0112
H 0.286 -1.847 5.132 0.1783
H 2.275 1.409 4.040 0.1383
H 1.565 0.186 2.898 -0.4788
C 2.517 6.109 0.032 0.5510
O 3.425 6.649 0.647 -0.6878
N 1.256 6.014 0.524 -0.3278
N 2.613 5.700 -1.276 -0.4971
H 1.080 6.231 1.485 0.1564
H 0.538 5.794 -0.147 0.2277
H 1.955 5.008 -1.657 0.4306
H 3.558 5.469 -1.545 0.2689
C 0.619 3.185 -3.003 0.4314
O 0.631 4.003 -2.073 -0.6644
N -0.434 3.065 -3.869 -0.4561
N 1.729 2.542 -3.372 -0.2557
H -0.472 2.159 -4.324 0.3568
H -1.322 3.508 -3.716 0.2244
H 1.828 1.998 -4.209 0.1185
H 2.574 2.681 -2.846 0.2300
C -3.684 3.913 -1.874 0.3679
O -3.515 5.092 -2.139 -0.6644
N -4.683 3.081 -2.304 -0.3635
N -2.845 3.281 -0.999 -0.1083
H -5.057 2.354 -1.721 0.1841
H -5.304 3.586 -2.923 0.2342
H -2.980 2.301 -0.816 0.1550
H -2.049 3.787 -0.653 0.1135
C -3.039 -4.190 -0.632 0.6103
O -4.229 -4.254 -0.309 -0.6935
N -2.112 -3.405 -0.019 -0.0766
N -2.477 -4.976 -1.564 -0.2896
H -2.489 -2.776 0.671 0.2028
H -1.187 -3.239 -0.369 -0.2137
H -2.934 -5.762 -1.982 0.1904
H -1.560 -4.630 -1.857 0.2842
C 4.482 -1.269 -1.860 0.3148
O 5.668 -0.952 -1.837 -0.7181
N 3.527 -0.528 -2.449 -0.0902
N 3.949 -2.334 -1.198 -0.0987
H 2.754 -1.114 -2.728 0.0555
H 3.834 0.251 -3.004 0.2120
H 4.605 -2.821 -0.609 0.2744
H 2.959 -2.492 -1.084 0.0087
C 0.988 3.948 5.039 0.6773
O -0.115 3.754 5.517 -0.6073
N 2.132 3.431 5.573 -0.4968
N 1.229 4.883 4.047 -0.3904
H 2.979 3.665 5.087 0.1732
H 2.100 2.658 6.218 0.2503
H 2.148 5.089 3.709 0.1894
H 0.347 5.070 3.596 0.1900
C -5.727 -1.581 -0.441 0.3229
O -6.886 -1.633 -0.046 -0.7452
N -5.017 -0.422 -0.634 0.0840
N -4.942 -2.640 -0.743 -0.1116
H -4.213 -0.374 -1.238 -0.1235
H -5.392 0.490 -0.436 0.1762
H -5.317 -3.556 -0.547 0.3196
H -3.950 -2.518 -0.671 -0.0108
C 0.082 -4.979 2.572 0.4014
O -0.313 -6.041 3.040 -0.7356
N 1.324 -4.785 2.014 -0.1962
N -0.581 -3.817 2.657 -0.0247
H 1.601 -3.821 1.937 -0.1576
H 2.056 -5.446 2.208 0.2626
H -0.361 -3.117 1.962 -0.3971
H -1.348 -3.849 3.305 0.2444
C 4.396 -1.635 2.552 0.2882
O 5.341 -1.633 3.326 -0.7292
N 3.398 -2.586 2.595 -0.1959
N 4.186 -0.744 1.558 0.1243
H 3.610 -3.499 2.950 0.1931
H 2.569 -2.403 2.051 -0.1495
H 4.911 -0.125 1.242 0.2451
H 3.270 -0.668 1.141 -0.5922
C 0.098 -0.903 -4.298 0.3059
O -0.251 0.271 -4.037 -0.5286
N 1.367 -1.243 -4.620 -0.3656
N -0.760 -1.916 -4.223 -0.0447
H 1.435 -2.229 -4.816 0.1409
H 2.106 -0.627 -4.893 0.2326
H -0.571 -2.878 -4.443 0.1864
H -1.735 -1.697 -4.039 -0.0211
C 0.905 -4.431 -1.916 0.3188
O -0.126 -3.852 -2.304 -0.7759
N 1.581 -3.869 -0.879 0.1542
N 1.638 -5.329 -2.613 -0.3744
H 2.372 -4.343 -0.480 0.2946
H 1.135 -3.132 -0.320 -0.6661
H 2.436 -5.610 -2.073 0.1475
H 1.297 -5.763 -3.450 0.2606
```

***

Among the records above, which one has the lowest gap between HOMO and LUMO?
C18H57N5O7